Entry 1:
Here is a 3-piece molecular cluster, C5H14NO2 overall at a distorted geometry from the OMol25 dataset. Energies are from the ωB97M-V functional and the def2-TZVPD basis.

The geometry in XYZ format:
```
22
Properties=species:S:1:pos:R:3:forces:R:3:mulliken_charge:R:1
C -2.70705 1.66723 0.59869 -0.056 1.349 1.196 -1.35
C -1.73216 0.76175 1.34269 1.789 1.462 -3.460 -0.25
C -0.51748 0.79822 0.33373 -0.163 -1.431 2.454 -0.52
C 0.47072 -0.07944 0.51478 -0.204 0.972 -1.127 -0.10
N 1.51805 -0.16743 -0.44912 0.290 1.084 -0.131 0.01
C 2.37826 -1.09298 -0.58746 -0.244 -0.559 0.265 -0.13
H -3.47161 1.92645 1.31195 -0.999 -0.085 -0.323 0.36
H -3.04935 1.37250 -0.38076 -0.362 -0.640 0.011 0.38
H -2.21542 2.63737 0.42427 0.027 -0.202 0.088 0.35
H -2.06105 -0.26604 1.37452 -0.088 -0.109 0.870 0.38
H -1.39398 1.31376 2.21914 -0.280 -0.766 0.465 0.29
H -0.55193 1.57740 -0.40212 0.220 -0.014 -0.598 0.30
H 0.55388 -0.71341 1.36262 -0.021 -0.727 0.338 0.42
H 1.59229 0.67300 -1.04887 -0.063 -0.739 0.150 0.33
H 2.33192 -1.96203 0.06787 0.027 0.225 -0.078 0.26
H 3.09843 -1.05989 -1.38263 0.265 0.212 -0.093 0.26
H 5.32174 0.82142 1.09773 0.176 -0.160 -0.229 0.32
H 6.11144 0.31744 -0.12847 0.195 0.085 0.024 0.33
O 5.30054 0.18840 0.36698 -0.521 0.035 0.151 -0.62
H -3.37864 -3.60365 -2.21594 0.430 -0.134 -0.486 0.32
H -4.15353 -2.42443 -1.90830 -0.065 0.576 -0.293 0.32
O -3.44508 -2.68563 -2.51129 -0.355 -0.434 0.805 -0.64
```
Forces are in eV/Å.

The calculation puts the total energy at -403.83291 a.u. The net charge is +1. The HOMO-LUMO gap is 9.2 eV. As for the LUMO energy: -4.73 eV.

Entry 2:
Here is a 2-piece molecular cluster, C5H10ClN overall at a distorted geometry from the OMol25 dataset. Energies are from the ωB97M-V functional and the def2-TZVPD basis.

The geometry in XYZ format:
```
17
Properties=species:S:1:pos:R:3:forces:R:3:mulliken_charge:R:1
C -1.22091 0.78238 -1.88669 0.654 -2.390 5.254 0.25
C 0.08472 0.83717 1.44118 2.756 0.360 -1.455 -1.30
C 1.34508 -0.33299 -0.49707 -1.605 0.740 2.007 -1.32
C -1.11600 -0.76278 -0.22674 -2.533 1.133 -2.956 -1.27
C 0.06653 -0.43658 0.55397 3.303 2.074 -1.539 0.59
N -1.09294 1.88244 -1.37532 -0.496 2.576 -0.178 -0.35
Cl -1.27641 0.02295 -3.32690 -0.279 -0.492 -2.544 -0.15
H -0.71934 1.40258 1.12947 -1.914 1.477 0.117 0.38
H 1.00553 1.54922 1.30236 -1.416 -1.533 -0.199 0.23
H 0.14657 0.59077 2.46546 -0.578 -0.219 1.215 0.35
H 2.30282 -0.42505 0.05788 -0.575 -0.020 -0.491 0.37
H 1.21371 -1.08129 -1.26990 0.303 -0.012 -0.198 0.35
H 1.21497 0.71210 -0.87243 0.462 -1.041 -0.071 0.32
H -1.10471 -1.76488 -0.75056 0.154 1.257 0.474 0.37
H -2.13077 -0.57806 0.21298 1.015 -0.063 -0.275 0.37
H 0.22312 -1.19280 1.24638 0.547 -2.072 1.005 0.57
H -1.14975 2.85158 -1.79742 0.202 -1.775 -0.167 0.24
```
Forces are in eV/Å.

The calculation puts the total energy at -711.31407 a.u. The net charge is 0. The HOMO-LUMO gap is 8.8 eV. As for the LUMO energy: 0.79 eV.

Entry 3:
Here is C21H42F2HfO21 as an isolated structure at a distorted geometry from the OMol25 dataset. Energies are from the ωB97M-V functional and the def2-TZVPD basis.

The geometry in XYZ format:
```
87
Properties=species:S:1:pos:R:3:forces:R:3:mulliken_charge:R:1
Hf -0.43900 0.11139 0.02277 -0.530 0.225 0.988 4.43
F -2.15313 -0.99717 -0.90491 2.271 1.761 1.040 -0.75
F -0.02045 1.66109 1.58436 -0.590 -2.191 -1.923 -0.70
C -1.60842 -4.03188 -1.05666 -1.238 0.283 0.756 -0.46
O -0.20020 -4.21522 -1.09746 0.362 -0.679 0.032 -0.52
C 0.59542 -3.24446 -0.74225 0.267 0.290 -1.004 -0.01
O 0.21979 -2.14213 -0.42122 -0.568 1.312 0.752 0.32
O 1.87508 -3.47534 -0.92822 0.089 -0.243 0.514 -0.19
C 2.35264 -4.83316 -1.00513 -0.086 -0.327 -0.732 -0.86
H -1.93835 -3.58429 -0.11575 0.317 -0.069 0.059 0.10
H -2.03963 -5.02578 -1.13061 0.082 0.036 -0.219 0.36
H -1.99440 -3.35299 -1.81628 0.408 -0.166 -0.230 0.11
H 3.29503 -4.77592 -1.54102 0.113 0.023 0.273 0.25
H 1.67939 -5.45046 -1.59497 -0.060 0.051 0.030 0.36
H 2.46110 -5.27984 -0.01984 0.077 0.236 0.088 0.25
C 1.11400 -0.46990 4.44242 0.312 1.081 0.609 -0.17
O 1.72833 -1.56737 3.77701 -0.063 -0.277 0.139 -0.45
C 1.66283 -1.66146 2.47104 0.340 0.049 0.078 0.28
O 0.98835 -0.95474 1.76351 -0.813 0.862 -0.472 0.09
O 2.44076 -2.58557 1.96285 -0.024 -0.289 -0.482 -0.25
C 3.13458 -3.51252 2.80082 0.447 -0.861 0.242 -0.78
H 1.84575 0.33789 4.52016 0.113 -0.141 0.007 0.30
H 0.89598 -0.80710 5.45101 -0.173 -0.089 -0.089 0.34
H 0.25566 -0.01060 3.95807 -0.064 -0.642 -0.360 -0.39
H 2.61858 -3.63654 3.74689 0.198 0.020 0.053 0.38
H 4.18741 -3.26037 2.92552 -0.202 0.607 0.199 0.28
H 3.18081 -4.47452 2.28982 -0.452 0.125 -0.182 0.21
C -0.56092 -2.08015 -3.98858 -0.105 -1.175 0.068 -0.44
O 0.38508 -1.05095 -4.27739 -0.267 -0.089 -0.253 -0.47
C 0.75856 -0.27891 -3.29399 1.000 -0.007 -0.888 0.16
O 0.25859 -0.23596 -2.19934 -1.152 -0.004 1.444 -0.21
O 1.80517 0.44829 -3.58468 -0.123 0.650 0.167 0.00
C 2.37924 0.45002 -4.89745 0.153 -0.214 -0.637 -0.89
H -1.48637 -1.73048 -3.53705 0.112 0.319 -0.075 0.21
H -0.09842 -2.82744 -3.33756 0.024 0.275 0.153 0.05
H -0.73140 -2.61226 -4.92098 -0.177 0.378 -0.128 0.37
H 2.67649 -0.55176 -5.20082 0.258 0.003 0.255 0.33
H 3.21815 1.13323 -4.82561 0.123 -0.155 -0.015 0.29
H 1.71367 0.80079 -5.68650 -0.340 0.179 0.383 0.34
C -4.29881 -2.89152 2.84547 -0.491 1.334 0.405 -0.78
O -3.20400 -2.30399 2.10862 0.244 -1.002 -1.030 -0.26
C -2.65132 -1.17424 2.42622 -1.128 -1.294 1.783 0.09
O -1.66162 -0.77973 1.86591 1.254 1.274 -1.184 0.57
O -3.20776 -0.65633 3.52056 0.088 0.605 -0.980 -0.47
C -2.72926 0.63491 3.90917 0.270 0.090 1.463 -0.21
H -5.06135 -2.11536 2.92588 -0.231 -0.287 -0.041 0.34
H -4.00165 -3.12636 3.86461 0.202 -0.328 -0.150 0.31
H -4.66964 -3.73141 2.27396 0.253 -0.102 -0.006 0.25
H -1.64262 0.60355 3.93387 -0.077 0.411 -0.418 -0.20
H -3.05287 0.76578 4.94257 -0.098 -0.145 -0.083 0.41
H -3.15929 1.47019 3.36111 0.090 -0.369 -0.429 0.18
C 2.02577 4.42776 -2.55312 -0.732 -0.672 -1.083 -0.86
O 1.40015 3.16078 -2.19474 1.090 -0.617 0.368 -0.13
C 0.16796 3.10722 -1.78325 0.419 1.164 0.480 0.20
O -0.25190 2.17175 -1.14337 -1.028 -1.627 0.480 -0.37
O -0.49113 4.20461 -2.03675 -0.054 0.478 -0.685 -0.44
C -1.82213 4.43306 -1.59992 -0.934 -0.020 1.002 -0.45
H 1.50673 4.70494 -3.47049 0.158 0.777 0.243 0.37
H 3.04799 4.19135 -2.82897 0.054 -0.090 0.347 0.28
H 1.95605 5.13773 -1.73703 -0.056 0.084 -0.096 0.32
H -1.80199 5.08773 -0.72784 0.204 0.059 -0.089 0.28
H -2.32852 3.52159 -1.28395 0.214 -0.151 -0.283 0.02
H -2.40215 4.93760 -2.36649 0.324 -0.136 -0.298 0.37
C 2.86350 2.63662 1.26847 0.094 0.510 0.761 -0.58
O 3.37428 2.21137 -0.00027 0.164 -0.051 0.103 -0.41
C 2.92058 1.05906 -0.47933 1.164 1.816 0.070 -0.03
O 1.85796 0.58072 -0.18154 -1.357 -1.063 0.186 0.84
O 3.76423 0.51307 -1.29552 -0.500 -1.683 -1.094 -0.16
C 4.90847 1.18049 -1.81485 0.384 1.631 0.613 -0.66
H 3.65726 3.17348 1.78890 0.272 -0.235 -0.283 0.38
H 2.58669 1.76519 1.85544 -0.338 0.149 -0.033 0.08
H 2.05514 3.36154 1.18927 -0.311 -0.448 -0.324 0.21
H 4.61314 2.16789 -2.17619 -0.041 -0.098 -0.099 0.15
H 5.37958 0.64499 -2.63074 -0.380 -0.560 0.185 0.26
H 5.61356 1.36666 -1.00523 0.133 -0.218 -0.103 0.35
C -4.81868 0.29580 -0.29092 1.221 0.062 0.064 -0.43
O -4.62588 1.49420 0.49633 -1.131 0.174 0.161 -0.43
C -3.43168 1.93321 0.72938 0.028 0.483 -0.604 0.37
O -2.39686 1.42366 0.34497 1.192 -0.908 -0.268 -0.24
O -3.49142 3.08741 1.34435 -0.282 -0.052 0.142 -0.45
C -2.32827 3.64017 1.96046 0.388 0.368 0.796 -0.33
H -4.16194 0.36503 -1.15754 -0.139 -0.237 -0.007 0.20
H -5.85798 0.22715 -0.58378 -0.081 0.171 0.283 0.34
H -4.47507 -0.52436 0.33809 -0.282 -0.271 -0.333 0.05
H -1.53383 3.97355 1.29478 -0.375 -0.106 -0.424 0.04
H -1.84522 2.94226 2.64404 -0.194 -0.101 -0.131 0.00
H -2.74998 4.47378 2.51742 0.295 0.078 -0.020 0.34
```
Forces are in eV/Å.

The calculation puts the total energy at -2652.91371 a.u. The net charge is +2. The HOMO-LUMO gap is 5.9 eV. As for the LUMO energy: -9.77 eV.

Entry 4:
Here is C4H12InO4 as an isolated structure at a distorted geometry from the OMol25 dataset. Energies are from the ωB97M-V functional and the def2-TZVPD basis.

The geometry in XYZ format:
```
21
Properties=species:S:1:pos:R:3:forces:R:3:mulliken_charge:R:1
In -18.71391 0.18022 -9.94065 0.261 0.381 0.447 1.33
C -21.08865 3.03720 -9.60466 2.189 0.833 1.793 -0.34
C -22.13744 1.98448 -9.90206 -0.954 -1.628 -2.889 -0.21
O -21.63052 1.05924 -10.96069 -0.111 0.695 3.782 -0.32
O -20.12999 2.43126 -8.69759 0.391 0.429 -2.019 -0.36
H -21.53013 3.87749 -9.06884 -0.529 -0.047 -0.055 0.44
H -20.52364 3.40758 -10.46005 -0.193 -0.334 -0.360 0.27
H -23.06225 2.41694 -10.28391 0.109 0.354 -0.008 0.42
H -22.31474 1.53707 -8.92405 0.050 -0.863 -0.296 0.27
H -22.15112 1.16845 -11.75985 -0.250 0.331 -0.869 0.37
H -20.23207 2.80376 -7.81871 -0.281 -0.110 0.805 0.36
C -15.78578 0.60659 -7.51818 0.266 -1.250 -1.293 -0.30
C -15.31881 -0.37668 -8.56480 1.457 0.715 0.849 -0.40
O -15.74943 -0.17454 -9.86886 -1.321 1.567 0.149 -0.40
O -17.13602 0.47738 -7.45876 -2.865 -0.319 -0.124 -0.36
H -15.56503 1.65203 -7.73365 0.861 0.427 -0.083 0.37
H -15.36449 0.33253 -6.55097 0.312 0.126 0.460 0.39
H -15.59452 -1.40803 -8.34482 0.270 -0.504 0.803 0.35
H -14.24452 -0.25872 -8.42306 0.650 -0.673 -0.923 0.43
H -15.06671 -0.41503 -10.49946 0.313 -0.562 -0.614 0.36
H -17.45911 1.00247 -6.72289 -0.623 0.430 0.446 0.34
```
Forces are in eV/Å.

The calculation puts the total energy at -649.23654 a.u. The net charge is +3. The HOMO-LUMO gap is 3.2 eV. As for the LUMO energy: -18.66 eV.

Quick rundown of HOMO level, same order as above: -13.900; -8.020; -15.661; -21.836 eV